1.
{
  "formula": "C8H18N2P",
  "method": "ωB97M-V with the def2-TZVPD basis set",
  "symbols": ["P", "N", "N", "C", "C", "C", "C", "C", "C", "C", "C", "H", "H", "H", "H", "H", "H", "H", "H", "H", "H", "H", "H", "H", "H", "H", "H", "H", "H"],
  "positions_angstrom": [[-2.30194, 2.06436, -0.68827], [1.36215, 0.94642, -0.22848], [-1.85793, -0.69743, -0.52868], [-1.38637, -2.49577, 1.27552], [0.50763, 1.27133, 0.78824], [-1.52456, -1.25588, -1.66813], [0.22256, 2.67391, 1.04506], [-2.42407, -1.62786, 0.48029], [2.29904, -0.24292, -0.26366], [-1.64665, 0.59573, -0.21195], [3.63009, 0.33230, -0.67954], [0.46397, 0.51103, 1.61062], [-3.11039, -2.36044, -0.00066], [0.16668, 2.95063, 2.16749], [-3.10734, -1.00197, 1.12785], [-1.39739, -0.55312, -2.52748], [2.08769, -0.95702, -1.06085], [-1.67252, -3.32124, 1.92448], [0.77076, 3.29067, 0.41052], [4.45773, -0.38653, -0.43061], [-0.72109, 2.92311, 0.63068], [3.66626, 0.42781, -1.80932], [-0.67681, -1.93417, 1.97226], [-1.43468, -2.25604, -1.80579], [-0.75921, -2.87948, 0.54804], [2.32449, -0.75356, 0.67292], [-3.37544, 1.74798, -1.54703], [1.55492, 1.69741, -0.97100], [3.88239, 1.29074, -0.23254]],
  "lowdin_charge": [0.89, 0.02, -0.25, -0.05, -0.15, 0.11, -0.10, -0.16, -0.21, -0.50, -0.10, 0.14, 0.13, 0.15, 0.14, 0.12, 0.11, 0.08, 0.07, 0.10, -0.06, 0.10, 0.09, 0.06, 0.03, 0.11, -0.14, 0.19, 0.08],
  "homo_energy_ev": [-11.6, -11.6],
  "spin_multiplicity": 1,
  "e_tot_ha": -766.0518,
  "charge": 1,
  "gap_ev": [7.6, 7.6]
}


2.
{
  "formula": "C8H18N2Si",
  "method": "ωB97M-V with the def2-TZVPD basis set",
  "symbols": ["Si", "N", "N", "C", "C", "C", "C", "C", "C", "C", "C", "H", "H", "H", "H", "H", "H", "H", "H", "H", "H", "H", "H", "H", "H", "H", "H", "H", "H"],
  "positions_angstrom": [[0.59956, 0.12037, 0.22919], [-0.93660, 0.04441, -2.21413], [-0.23712, -1.18552, 0.79296], [2.45677, -0.09028, -0.07701], [3.03034, -1.26139, 0.05427], [-1.94229, 1.19496, -2.02014], [-0.34729, -0.11312, -3.42310], [-0.03321, -1.89964, 2.15505], [-0.70662, 2.37679, 1.08934], [0.26249, 1.92707, 0.36430], [-0.47682, -0.98831, 3.23888], [2.98760, 0.61650, -0.79326], [-0.59027, -2.76699, 2.18693], [-2.90254, 1.06633, -2.67817], [1.01371, -2.16001, 2.29479], [3.94289, -1.58283, -0.53804], [-0.12192, 0.81481, -3.87913], [2.77448, -1.95809, 0.74530], [-0.91988, -0.76641, -4.08255], [-1.11074, -1.30991, 0.18056], [-1.24047, -0.36031, 2.76986], [-2.27935, 1.05289, -1.00422], [0.57764, -0.66693, -3.29479], [-1.20744, 1.75030, 1.82534], [0.37599, -0.26222, 3.61239], [0.72312, 2.38493, -0.43383], [-1.29445, 3.26894, 0.87283], [-0.96557, -1.42997, 4.18234], [-1.43198, 2.18369, -2.15596]],
  "lowdin_charge": [0.70, -0.21, -0.12, -0.24, -0.09, -0.18, -0.30, -0.27, -0.08, -0.28, -0.13, 0.08, 0.08, 0.09, 0.09, 0.08, 0.05, 0.00, 0.07, 0.11, 0.05, 0.02, 0.06, 0.04, 0.11, 0.03, 0.07, 0.10, 0.06],
  "homo_energy_ev": [-7.1, -6.1],
  "spin_multiplicity": 1,
  "e_tot_ha": -714.4085,
  "charge": 0,
  "gap_ev": [7.1, 6.0]
}